1.
DFT (wB97M-V/def2-TZVPD) results for a structure of composition C12H9ClN5O3S at a distorted geometry.

Kohn-Sham gap in eV: 7.0925
LUMO in eV: 2.5
ΔE to the lowest compared entry with this formula, charge and spin in eV: 0.000
E_tot in eV: -49541.0621

Structure (ORCA input):
```
! RIJCOSX wB97M-V def2-TZVPD def2/J DEFGRID3
* xyz -1 1
Cl -2.5276 6.8346 1.8048
S -1.8351 0.5400 1.3132
O 0.5568 0.9121 -0.2782
O -2.4381 0.0130 0.0867
O -2.6200 -0.0145 2.4629
N 1.9588 -1.1341 -1.9617
N -0.1988 0.1476 1.5921
N 1.0955 -5.1262 0.5902
N 2.6005 -2.0839 -2.7256
N 0.7720 -1.3426 0.1561
C -1.0415 4.5349 1.8250
C 1.4628 -1.8082 -0.9188
C 1.3870 -4.2676 -0.1550
C -1.9954 2.3425 1.3970
C -3.3926 4.3254 1.3204
C -2.2880 5.1406 1.6410
C 2.5118 -3.3455 -2.2011
C -0.9115 3.1474 1.7367
C -3.2428 2.9435 1.1891
C 3.1569 -4.5958 -2.7802
C 0.3094 -0.0875 0.3617
C 1.7715 -3.2165 -1.0466
H -0.1711 5.1477 2.0387
H 0.0620 2.6875 1.8177
H -4.1139 2.2853 0.9833
H -4.4189 4.6773 1.1958
H 0.5189 -1.9984 0.8779
H 4.1216 -4.3974 -3.2485
H 2.4948 -5.0233 -3.5010
H 3.3173 -5.3357 -1.9712
H 3.0979 -1.9022 -3.6024
*
```

---

2.
DFT (wB97M-V/def2-TZVPD) results for a structure of composition C27H49Cl26N4O2 at a distorted geometry.

Kohn-Sham gap in eV: 6.7818
LUMO in eV: -3.4
E_tot in eV: -364408.7303

Structure (ORCA input):
```
! RIJCOSX wB97M-V def2-TZVPD def2/J DEFGRID3
* xyz 1 1
Cl -1.9351 4.1411 -1.8287
Cl -12.0053 2.5227 -5.8773
Cl -11.8662 4.8949 -7.5662
Cl -6.8530 -0.6299 5.3171
Cl -9.0815 2.3345 -2.4500
Cl -4.9124 0.7058 7.0344
Cl -2.6086 -8.2580 -3.3940
Cl -2.2130 -2.2757 4.1668
Cl 0.2936 -5.7804 0.1998
Cl 6.6882 -0.3732 -6.6629
Cl 2.9541 -6.6888 -0.5719
Cl -7.6991 -0.2238 9.9901
Cl -11.1160 0.3245 -1.8844
Cl 3.7842 2.0120 3.9428
Cl -0.6835 1.3838 -4.3269
Cl -3.0192 1.8967 -5.9944
Cl 3.9842 0.6418 -4.3756
Cl 6.2215 1.1455 5.2872
Cl -2.0742 1.7689 -0.1397
Cl -1.7643 0.5472 4.7403
Cl 6.0187 2.6518 -4.9412
Cl 7.5768 0.0797 -3.9236
Cl -4.6440 4.5282 -4.6337
Cl -9.1029 0.5171 7.5448
Cl -7.2639 3.7950 -5.6812
Cl -1.4454 -9.2823 -0.9248
O 2.3450 2.4839 1.6694
O 1.5311 3.2905 1.0085
N 0.7456 -0.0821 1.1422
N 1.9810 -1.9651 1.9154
N 3.3167 0.2067 1.2055
N 0.9181 -1.1428 -1.1748
C 10.1982 -0.7885 1.1459
C -10.8111 1.9690 -2.4567
C -6.1439 0.9205 5.7844
C 5.8984 -0.0942 0.6046
C 8.8155 -0.2718 0.3940
C 5.8809 0.5636 -0.8925
C 7.4058 -0.4991 1.2059
C -5.9291 4.9505 -5.7717
C 1.7073 -6.7265 0.6807
C 8.8006 0.4375 -1.0883
C -11.2642 4.1121 -6.1000
C 0.6188 -2.1287 2.6152
C 2.1581 -0.5563 1.4003
C -1.3331 3.3583 -0.3624
C 4.4912 1.4603 5.4662
C -2.7771 -0.8639 5.0689
C -8.6409 -0.8122 8.6146
C 4.2891 2.2863 -4.9479
C -2.4168 1.7312 -4.3407
C 3.0928 1.6189 0.7131
C 7.3147 0.8429 -1.7058
C 4.6268 -0.4430 1.5645
C -1.6492 -7.8653 -1.9621
C 2.3193 -3.1155 0.9939
C 0.2158 -0.1521 -0.2731
C 7.0884 -1.1301 -5.1164
C -0.0903 -0.6858 2.2490
H -2.7405 -1.0870 6.1379
H 0.2312 0.9107 -0.8154
H -0.9180 -0.4665 -0.1967
H -6.9328 1.5706 6.1701
H 3.7738 2.9924 -4.2923
H 4.5835 -1.6255 1.6599
H 0.1915 -0.0467 3.2171
H 3.0780 -3.8401 1.5508
H 4.0983 2.2093 0.4829
H -3.8051 -0.6405 4.7736
H 0.0414 -3.0737 2.1944
H 4.3468 2.2324 6.2257
H 1.3725 -3.6692 0.5740
H 6.2104 -1.6631 -4.7434
H 0.9059 -2.2689 3.7431
H -2.1583 -7.0810 -1.3969
H 10.9169 0.0961 1.4148
H -2.5969 2.6642 -3.8013
H -9.5450 -1.3010 8.9856
H 4.8627 0.8691 -1.3823
H 4.9036 -0.0606 2.6609
H 3.9087 2.3845 -5.9675
H 2.5178 1.5662 -0.3320
H -5.5222 4.9452 -6.7858
H -0.2500 3.2377 -0.4425
H -5.6833 1.3801 4.9065
H -11.5028 4.7398 -5.2380
H 1.4506 -0.6825 -1.9494
H 7.9107 -1.8337 -5.2668
H 10.7595 -1.5842 0.4656
H 2.9130 -2.6784 0.0633
H -2.9476 0.9124 -3.8490
H 1.4021 -7.7623 0.8478
H -11.1914 2.0672 -3.4764
H 7.4575 -0.9885 2.2741
H -6.3049 5.9477 -5.5301
H 9.9324 -1.3744 2.1478
H 0.1319 -1.6523 -1.6793
H -8.0384 -1.5291 8.0515
H 3.9923 0.5391 5.7769
H 7.3379 1.3522 -2.7789
H -1.2600 -0.6157 2.1981
H -1.5717 3.9860 0.4996
H 9.8232 0.6177 -1.6657
H -0.6650 -7.5121 -2.2791
H 2.0325 4.1711 0.9277
H -10.1811 3.9915 -6.1801
H 2.1174 -6.3093 1.6036
H -11.3264 2.6751 -1.8011
*
```

---

3.
DFT (wB97M-V/def2-TZVPD) results for an isolated molecule of C5H5Cl2FO at a distorted geometry.

Kohn-Sham gap (alpha / beta) in eV: 5.7313 / 5.9493
LUMO (alpha / beta) in eV: 0.5 / -4.1
ΔE to the lowest compared entry with this formula, charge and spin in eV: 0.110
E_tot in eV: -35069.4293

Structure (ORCA input):
```
! RIJCOSX wB97M-V def2-TZVPD def2/J DEFGRID3
* xyz 0 3
Cl 0.6003 2.3910 0.9800
Cl -0.5455 0.4740 2.7270
F 1.2216 -2.2111 -0.0089
O -0.8656 -2.2730 0.9732
C 0.0493 -1.6857 0.3460
C -1.2793 0.5367 -0.0446
C -0.2478 0.9277 1.0954
C 1.0468 0.1803 -1.2645
C 0.1138 -0.2431 -0.0699
H 0.3891 -0.0871 -2.1492
H 1.2733 1.1934 -1.0089
H 1.8843 -0.5286 -1.2561
H -1.4823 1.3983 -0.6440
H -2.1581 -0.0727 0.3245
*
```

---

4.
DFT (wB97M-V/def2-TZVPD) results for a cluster of 2 separate species, C5H10 in total.

SMILES: C=CC.C=C
Kohn-Sham gap in eV: 10.9707
LUMO in eV: 1.3
ΔE to the lowest compared entry with this formula, charge and spin in eV: 1.753
E_tot in eV: -5345.5134

Structure (ORCA input):
```
! RIJCOSX wB97M-V def2-TZVPD def2/J DEFGRID3
* xyz 0 1
C 1.3278 1.5678 -1.1446
C -1.7080 0.3253 0.7647
C 1.8496 0.9791 -0.0748
C -0.5219 -1.6985 -0.1319
C -1.1668 -0.8766 0.9453
H 1.2225 0.6706 0.7589
H 1.9400 1.8822 -1.9865
H -1.7186 0.8002 -0.2154
H -2.1665 0.8765 1.5813
H 2.9165 0.7852 0.0079
H 0.2600 1.7627 -1.2193
H -1.1853 -1.3184 1.9426
H -0.4875 -1.1542 -1.0808
H 0.5068 -1.9651 0.1393
H -1.0686 -2.6369 -0.2868
*
```